# 1
ORCA calculation (ωB97M-V with the def2-TZVPD basis set) on C22H41N2O9S as an isolated structure in a non-equilibrium geometry.

Last column: Löwdin charge in e.
Atoms and positions in Å:
C (4.678484, 0.335089, 1.985406)  -0.077
C (5.128976, 1.394504, 0.987491)  -0.133
C (4.147033, 1.805685, -0.067171)  -0.470
O (4.501939, 2.181097, -1.156674)  0.113
O (2.813781, 1.758987, 0.253756)  -0.001
C (2.112462, 2.805026, -0.423813)  -0.142
C (0.600944, 2.638936, -0.515607)  -0.043
C (-0.300244, 2.744100, 0.715006)  -0.347
C (-0.934475, 4.119459, 0.828319)  -0.103
O (0.061474, 5.088926, 0.537201)  0.000
C (-0.348641, 6.338275, 0.160471)  -0.511
C (-1.413784, 6.979003, 0.984777)  0.026
O (0.212010, 6.873246, -0.750260)  0.151
O (0.369342, 2.498373, 2.003274)  -0.111
S (0.035429, 1.072870, 2.587484)  0.601
O (-0.874196, 1.216217, 3.667708)  -0.190
O (1.148909, 0.221796, 2.798642)  -0.221
O (-0.661770, 0.534979, 1.251495)  -0.146
C (-1.403065, 1.680689, 0.783773)  -0.289
C (-2.267230, 1.436871, -0.416397)  -0.027
C (-3.414872, 0.481835, -0.101768)  -0.460
O (-3.545233, -0.009893, 1.001696)  0.106
N (-4.337889, 0.316310, -1.122192)  -0.130
C (-5.316471, -0.721932, -0.811694)  -0.049
C (-3.757060, 0.173287, -2.471772)  -0.048
H (5.549518, -0.172558, 2.390836)  0.078
H (4.154885, 0.777873, 2.821891)  0.075
H (4.014420, -0.378764, 1.513159)  0.052
H (5.964974, 1.005917, 0.409762)  0.121
H (5.483221, 2.292687, 1.487799)  0.133
H (2.356418, 3.769663, 0.020180)  0.145
H (2.458988, 2.850320, -1.452665)  0.126
H (0.388243, 1.715222, -1.052961)  0.124
H (0.306325, 3.473568, -1.148353)  0.139
H (-1.759253, 4.207132, 0.119518)  0.146
H (-1.340600, 4.234567, 1.832788)  0.154
H (-2.274717, 6.335731, 1.143544)  0.081
H (-1.741850, 7.879957, 0.480536)  0.097
H (-1.008816, 7.242390, 1.959472)  0.106
H (-2.053434, 1.977434, 1.611717)  0.157
H (-1.699590, 1.043027, -1.257539)  0.115
H (-2.725752, 2.369777, -0.736607)  0.144
H (-5.884909, -0.451565, 0.070954)  0.096
H (-6.011772, -0.816860, -1.639448)  0.090
H (-4.855206, -1.692086, -0.623674)  0.079
H (-3.479948, 1.140787, -2.879273)  0.091
H (-4.521334, -0.230656, -3.125505)  0.089
H (-2.905289, -0.506782, -2.491542)  0.080
C (-2.335133, -3.546977, -0.593533)  -0.078
C (-1.215600, -2.527619, -0.373572)  -0.210
C (0.050199, -2.865542, -1.170471)  -0.105
N (1.202837, -3.398350, -0.352051)  -0.263
C (1.797589, -2.289353, 0.447588)  0.021
C (0.791508, -4.547394, 0.535004)  -0.093
C (0.924044, -5.766452, -0.353055)  -0.138
C (2.257736, -5.500319, -1.051699)  -0.129
C (2.256739, -3.987924, -1.292452)  -0.072
H (-2.005359, -4.569375, -0.398931)  0.069
H (-3.176103, -3.339324, 0.065591)  0.078
H (-2.698065, -3.507387, -1.621552)  0.084
H (-1.010797, -2.414652, 0.691071)  0.111
H (-1.570752, -1.551689, -0.703280)  0.090
H (0.450921, -1.983499, -1.667800)  0.136
H (-0.167031, -3.609626, -1.934758)  0.132
H (1.049065, -1.901444, 1.134581)  0.094
H (2.126382, -1.502473, -0.227134)  0.115
H (2.643785, -2.679959, 1.005926)  0.115
H (1.505383, -4.583668, 1.356123)  0.145
H (-0.199863, -4.370109, 0.938011)  0.124
H (0.104122, -5.811931, -1.072017)  0.116
H (0.919642, -6.691810, 0.217211)  0.130
H (2.374750, -6.060609, -1.975796)  0.124
H (3.085184, -5.772500, -0.397163)  0.123
H (1.977258, -3.724819, -2.308284)  0.131
H (3.211185, -3.525712, -1.061299)  0.131

Cartesian forces (eV/Å) of the 2 atoms listed first:
C 0.0 0.4 0.1
C 0.0 -0.8 -0.2

Properties
* LUMO level: -2.337 eV
* total charge: +1

# 2
ORCA calculation (ωB97M-V with the def2-TZVPD basis set) on a 5-piece molecular cluster, C22H41N5O6 overall in a non-equilibrium geometry.

Last column: Löwdin charge in e.
Atoms and positions in Å:
N (-2.160776, -1.442047, -0.491941)  -0.050
C (-2.517800, -0.731866, -1.793927)  -0.283
C (-3.481791, 0.610742, -1.551981)  -0.186
C (-4.988350, 0.171090, -2.033918)  -0.242
C (-6.171227, 1.251506, -1.674183)  -0.145
C (-7.601481, 0.384996, -1.677306)  -0.075
C (-7.829313, -0.543060, -2.847664)  0.052
C (-9.250556, -1.359484, -2.874232)  -0.244
O (-9.898293, -1.667693, -4.000300)  -0.053
C (-9.963629, -1.789697, -1.446665)  0.016
C (-9.712930, -0.842881, -0.288469)  0.015
C (-8.734819, 0.493778, -0.489555)  -0.191
O (-8.911765, 1.525933, 0.341694)  -0.034
H (-2.118673, -2.494142, -0.632564)  0.048
H (-3.000045, -1.309607, 0.126196)  0.064
H (-1.557315, -0.469994, -2.449778)  0.114
H (-3.123609, -1.535049, -2.434575)  0.085
H (-3.544540, 0.906981, -0.405265)  0.121
H (-3.000009, 1.475779, -2.197718)  0.115
H (-5.247169, -0.831964, -1.449181)  0.132
H (-4.986228, 0.014115, -3.198411)  0.113
H (-6.271763, 2.031477, -2.551386)  0.125
H (-5.995142, 1.801819, -0.645630)  0.126
H (-7.069155, -0.713765, -3.721346)  0.127
H (-10.609181, -2.763078, -1.374469)  0.119
H (-10.213740, -1.068113, 0.744991)  0.114
C (1.316128, 2.739769, 0.770000)  -0.010
C (0.454251, 1.507842, 0.799373)  -0.549
O (-0.752833, 1.559535, 1.017169)  0.003
N (1.055476, 0.304418, 0.573910)  0.008
C (2.448532, 0.041876, 0.302409)  -0.092
H (0.700991, 3.621924, 0.966052)  0.083
H (2.085849, 2.675855, 1.544305)  0.057
H (1.775687, 2.850914, -0.216244)  0.087
H (0.414069, -0.479979, 0.608888)  0.124
H (2.517095, -0.455767, -0.667861)  0.077
H (2.824701, -0.629243, 1.078064)  0.077
H (3.049880, 0.951947, 0.286860)  0.061
C (-1.632988, -4.685788, -4.194967)  -0.006
C (-2.390723, -4.761311, -2.898251)  -0.524
O (-2.817989, -3.759638, -2.331458)  0.001
N (-2.597972, -5.994124, -2.352581)  0.002
C (-2.177242, -7.276553, -2.864055)  -0.081
H (-1.545427, -3.641995, -4.507788)  0.087
H (-0.626514, -5.093140, -4.063905)  0.088
H (-2.168763, -5.236305, -4.973492)  0.087
H (-3.114678, -5.967829, -1.480670)  0.145
H (-3.068386, -7.890358, -3.015314)  0.085
H (-1.538901, -7.748321, -2.113387)  0.084
H (-1.630593, -7.192390, -3.804364)  0.077
C (3.387499, 0.983854, 4.322978)  -0.006
C (4.251206, 1.888381, 3.488005)  -0.531
O (4.174039, 1.918218, 2.263132)  0.002
N (5.142492, 2.693219, 4.134830)  0.007
C (5.378474, 2.799997, 5.554744)  -0.079
H (2.728443, 0.403350, 3.672065)  0.078
H (4.013085, 0.288866, 4.890196)  0.086
H (2.768137, 1.578987, 5.000054)  0.088
H (5.689358, 3.274236, 3.509322)  0.111
H (5.191686, 3.834427, 5.852803)  0.085
H (6.426196, 2.554938, 5.743877)  0.080
H (4.739211, 2.133776, 6.135761)  0.074
C (8.044492, 4.092343, 1.164414)  -0.006
C (8.588137, 3.322897, 2.336482)  -0.531
O (7.984053, 3.241747, 3.402154)  0.015
N (9.793971, 2.703009, 2.187354)  0.001
C (10.647025, 2.682910, 1.023250)  -0.081
H (7.079040, 4.530873, 1.430157)  0.085
H (8.730333, 4.901540, 0.898095)  0.087
H (7.897081, 3.421737, 0.313073)  0.090
H (10.096800, 2.204597, 3.016681)  0.144
H (10.786896, 1.641685, 0.723149)  0.085
H (11.613136, 3.109263, 1.303246)  0.084
H (10.228862, 3.248036, 0.189066)  0.077

Cartesian forces (eV/Å) of the 2 atoms listed first:
N -1.1 -0.3 -0.3
C -0.7 -0.7 -1.0

Properties
* structure (SMILES): NCCCCC1=CC(=O)C=CC1=O.CNC(C)=O.CNC(C)=O.CNC(C)=O.CNC(C)=O
* LUMO level: -1.379 eV

# 3
ORCA calculation (ωB97M-V with the def2-TZVPD basis set) on a 6-piece molecular cluster, C22H41N6 overall.

Last column: Löwdin charge in e.
Atoms and positions in Å:
C (3.237961, -3.356474, -0.955132)  -0.223
C (4.041765, -4.332731, -1.796493)  -0.530
N (4.692728, -5.393882, -1.022872)  -0.075
H (3.923907, -2.730525, -0.361213)  -0.090
H (2.711260, -2.704182, -1.662178)  -0.074
H (3.332104, -4.805236, -2.478596)  0.052
H (4.798617, -3.874195, -2.449202)  0.057
H (4.119524, -5.581282, -0.209895)  0.020
H (5.624140, -5.130359, -0.738282)  0.015
C (-0.011573, -4.311586, 1.347668)  -0.116
C (-1.397779, -3.687128, 1.199811)  -0.270
C (-1.635146, -3.128652, -0.206783)  -0.198
C (-0.698030, -2.052151, -0.509836)  -0.238
N (0.125646, -1.284207, -0.722895)  0.172
H (0.784725, -3.586835, 1.171112)  0.052
H (0.118537, -4.715363, 2.352908)  0.066
H (0.129481, -5.124414, 0.634360)  0.068
H (-1.529056, -2.889646, 1.934284)  0.103
H (-2.166451, -4.436940, 1.404888)  0.098
H (-2.654585, -2.748153, -0.302887)  0.106
H (-1.511970, -3.920316, -0.947706)  0.118
C (-3.137103, 3.319563, -0.458305)  -0.128
C (-1.749437, 2.951303, 0.048582)  -0.261
C (-1.612696, 1.466043, 0.397113)  -0.202
C (-2.508662, 1.064700, 1.480418)  -0.229
N (-3.235378, 0.758599, 2.315030)  0.143
H (-3.899682, 3.142224, 0.298874)  0.039
H (-3.178086, 4.373926, -0.726037)  0.063
H (-3.397777, 2.737856, -1.344901)  0.077
H (-1.504325, 3.562364, 0.919848)  0.110
H (-1.010980, 3.184737, -0.720457)  0.089
H (-0.586601, 1.239551, 0.688321)  0.111
H (-1.825285, 0.853409, -0.479571)  0.105
C (7.303579, -1.831157, 3.677173)  -0.120
C (6.950068, -1.996004, 2.202810)  -0.264
C (5.486157, -1.672425, 1.895794)  -0.198
C (4.567554, -2.578343, 2.576197)  -0.250
N (3.865303, -3.304966, 3.118523)  0.148
H (6.715909, -2.507181, 4.299463)  0.068
H (8.358452, -2.050578, 3.849547)  0.064
H (7.112236, -0.809663, 4.013323)  0.070
H (7.168513, -3.016360, 1.884539)  0.110
H (7.578888, -1.334863, 1.602734)  0.103
H (5.296101, -1.750562, 0.823443)  0.091
H (5.255249, -0.646372, 2.189970)  0.117
C (1.143072, 3.082026, -4.268977)  -0.105
C (1.941413, 4.365563, -4.067877)  -0.264
C (1.661469, 5.032610, -2.717135)  -0.194
C (0.267089, 5.453418, -2.589826)  -0.241
N (-0.839180, 5.743001, -2.497139)  0.153
H (0.069948, 3.278177, -4.257466)  0.070
H (1.387240, 2.625609, -5.227458)  0.072
H (1.363288, 2.354786, -3.486131)  0.082
H (1.722926, 5.068339, -4.874110)  0.108
H (3.008036, 4.142100, -4.120826)  0.107
H (2.300150, 5.907379, -2.586456)  0.114
H (1.894391, 4.341861, -1.904919)  0.121
C (-6.728462, 1.081127, 1.844639)  -0.115
C (-8.055669, 1.791969, 1.596636)  -0.264
C (-8.189815, 2.316485, 0.162578)  -0.196
C (-7.173986, 3.320379, -0.145678)  -0.224
N (-6.336734, 4.070157, -0.374339)  0.165
H (-5.879668, 1.750260, 1.703566)  0.050
H (-6.678966, 0.702858, 2.864559)  0.073
H (-6.604613, 0.234844, 1.166679)  0.078
H (-8.167538, 2.619756, 2.299085)  0.109
H (-8.881380, 1.102652, 1.783883)  0.103
H (-9.174919, 2.760279, 0.010248)  0.113
H (-8.095895, 1.492822, -0.547027)  0.119

Cartesian forces (eV/Å) of the 2 atoms listed first:
C 0.1 -0.3 -0.2
C -0.7 0.4 0.3

Properties
* LUMO level: 2.186 eV
* total charge: -1

Q: Which frontier orbital gap values were calculated for the entries above? A: 9.96; 6.97; 3.35, in eV.
Q: Which energy values were calculated for the entries above? A: -2047.51313; -1587.86800; -1191.30216, in Eh.